<w>
Entry from the OMol25 dataset: a cluster of 2 separate species, C6H11N2 in total (ωB97M-V with the def2-TZVPD basis set).

Results
charge: +1
HOMO energy: -0.519 hartree
2S+1: 1
HOMO-LUMO gap: 9.3 eV

Atoms and positions in Å:
C  0.9615  1.9544  -0.4655
C  -1.9425  0.7331  -1.1131
C  0.9391  0.8318  0.3865
C  1.9060  -1.3005  -0.4750
C  -2.0208  -0.5264  0.9271
C  1.5794  -0.3983  0.7160
N  0.6194  2.1232  0.7800
N  -1.4115  0.1920  -0.1085
H  1.1768  2.4300  -1.3329
H  -3.0830  0.8268  -1.4189
H  -1.3518  1.0596  -1.8468
H  1.0636  -1.3688  -1.0552
H  2.0674  -2.3490  -0.3577
H  2.6351  -0.7766  -1.0067
H  -1.8846  -1.5299  0.8632
H  -3.0641  -0.4831  0.9170
H  -1.3947  -0.2100  1.9009
H  2.3729  -0.0869  1.3249
H  0.8319  -1.1214  1.3648

Mulliken population analysis, charges in e, atoms 1 to 4: -0.13, -0.30, 0.58, -1.38



<x>
Entry from the OMol25 dataset: the ion C6H11N2 with charge +1 (ωB97M-V with the def2-TZVPD basis set).

Results
charge: +1
HOMO energy (spin up / spin down): -0.432 / -0.432 hartree
2S+1: 1
HOMO-LUMO gap (spin up / spin down): 8.2 / 8.2 eV

Atoms and positions in Å:
C  1.1142  -0.4363  -1.7647
C  -0.3126  -0.0641  -1.3974
C  -0.6232  1.3225  -0.9271
C  1.1900  0.6670  0.2257
C  -0.2206  0.3756  0.0879
C  -1.1982  -1.1689  1.9307
N  1.9927  0.2047  -0.7225
N  -1.1414  0.1885  1.1957
H  1.1926  -1.5175  -1.7769
H  1.3609  -0.0839  -2.7601
H  -1.1722  -0.6871  -1.5257
H  -0.1795  2.1106  -1.3185
H  1.8371  1.2461  0.9710
H  -0.1235  -1.5137  1.7507
H  -1.4165  -0.8867  2.9436
H  -1.9431  -1.8216  1.5571
H  2.6526  0.8107  -1.0794
H  -1.0506  0.8111  1.9045
H  -1.9585  0.4430  0.7054

Mulliken population analysis, charges in e, atoms 1 to 4: -0.63, 0.13, -1.07, -0.47



<y>
Entry from the OMol25 dataset: a cluster of 2 separate species, C6H11N2 in total (ωB97M-V with the def2-TZVPD basis set).

Results
charge: +1
HOMO energy: -0.499 hartree
2S+1: 1
HOMO-LUMO gap: 7.8 eV

Atoms and positions in Å:
C  0.6413  -1.4715  1.9848
C  1.0610  -1.1621  0.6083
C  0.2728  -0.5176  -0.2958
C  -1.0637  -0.0791  -0.1605
N  -1.4622  0.3809  -1.3047
C  -0.3869  0.3928  -2.2283
C  0.6672  -0.1554  -1.6433
N  0.2215  1.9518  1.9959
H  1.4564  -1.7063  2.6594
H  -0.1346  -0.7724  2.2770
H  1.9647  -1.6485  0.2587
H  0.2147  1.4175  1.1418
H  -1.6878  -0.1873  0.7102
H  -2.2004  1.0765  -1.3241
H  -0.5569  0.7174  -3.2410
H  1.6540  -0.3311  -2.0402
H  0.0913  -2.4175  1.9619
H  0.9820  2.6174  1.9158
H  -0.6276  2.4915  2.0990

Mulliken population analysis, charges in e, atoms 1 to 4: -1.24, -0.01, 0.76, -0.43



<y> is favored, and the nearest alternative lies 350.9 kJ/mol above it.



<w>
Entry from the OMol25 dataset: a cluster of 9 separate species, C36H99N9O9 in total (ωB97M-V with the def2-TZVPD basis set).

Results
charge: +1
HOMO energy (spin up / spin down): -0.387 / -0.387 hartree
2S+1: 2
HOMO-LUMO gap (spin up / spin down): 8.0 / 2.0 eV
expectation value of S²: 0.757

Atoms and positions in Å:
C  5.4175  3.9589  5.4171
C  6.3290  3.2711  4.4522
C  5.6645  2.3322  3.4570
O  4.7519  3.0802  2.5485
C  4.0286  2.2193  1.6882
N  6.9942  4.3139  3.6528
H  5.8477  4.7748  5.9979
H  5.0458  3.2915  6.1946
H  4.4986  4.3673  4.9964
H  7.0349  2.6988  5.0541
H  5.1888  1.4973  3.9715
H  6.3896  1.7760  2.8630
H  3.4776  2.7534  0.9141
H  3.2305  1.8537  2.3343
H  4.6017  1.3609  1.3376
H  6.3323  4.6629  2.9744
H  7.0499  5.1373  4.2350
C  -1.4048  6.1727  -0.0955
C  -2.7994  5.5346  -0.0307
C  -3.9409  6.2822  -0.7593
O  -5.1733  5.8795  -0.1862
C  -6.2153  6.1083  -1.0605
N  -2.8340  4.1249  -0.4326
H  -0.6417  5.4227  0.1123
H  -1.1769  6.9310  0.6537
H  -1.1763  6.5935  -1.0747
H  -3.0989  5.5416  1.0173
H  -3.9419  6.3586  -1.8466
H  -3.6882  7.3204  -0.5443
H  -6.5040  7.1176  -1.3538
H  -7.1192  5.8516  -0.5082
H  -6.1801  5.5722  -2.0090
H  -3.7717  3.7750  -0.2967
H  -2.8251  4.0387  -1.4389
C  2.7648  -5.0925  -1.5027
C  1.8716  -5.5276  -2.6144
C  2.3248  -6.8371  -3.2632
O  2.5144  -7.8701  -2.2377
C  2.8652  -9.1011  -2.8159
N  0.4965  -5.7227  -1.9309
H  3.7457  -4.8111  -1.8857
H  2.8597  -5.8655  -0.7400
H  2.2897  -4.2901  -0.9383
H  1.6923  -4.7519  -3.3589
H  3.2086  -6.6488  -3.8727
H  1.7195  -7.2022  -4.0929
H  2.1299  -9.7096  -3.3423
H  3.0645  -9.7245  -1.9443
H  3.7556  -9.1367  -3.4436
H  0.6830  -6.4764  -1.2850
H  -0.0604  -6.1824  -2.6371
C  -5.9504  2.0720  -4.5813
C  -5.0404  1.4100  -5.6111
C  -3.9165  0.4960  -5.0522
O  -2.9223  1.2236  -4.3931
C  -2.0364  0.3326  -3.7166
N  -5.9663  0.7459  -6.5533
H  -5.3040  2.7183  -3.9875
H  -6.4609  1.3034  -4.0009
H  -6.7188  2.6694  -5.0720
H  -4.5555  2.1527  -6.2446
H  -3.5390  -0.1829  -5.8169
H  -4.3737  -0.1632  -4.3143
H  -1.3717  -0.1988  -4.3978
H  -2.4306  -0.3675  -2.9800
H  -1.3462  1.0025  -3.2039
H  -5.6264  0.2643  -7.3734
H  -6.3521  -0.0161  -6.0142
C  -1.3743  4.9254  5.3925
C  -2.5462  5.0225  4.3313
C  -2.7302  3.7526  3.5151
O  -2.7709  2.6296  4.3242
C  -3.1973  1.4953  3.7494
N  -3.6416  5.3967  5.1947
H  -0.4553  4.7647  4.8290
H  -1.5115  4.1769  6.1729
H  -1.0514  5.8104  5.9408
H  -2.2391  5.8624  3.7080
H  -2.0920  3.6379  2.6390
H  -3.7087  3.9060  3.0601
H  -3.1895  1.5463  2.6606
H  -4.2256  1.2967  4.0516
H  -2.6982  0.5692  4.0345
H  -3.5136  6.1938  5.8016
H  -4.4830  5.6194  4.6824
C  -2.5234  -3.3442  1.2959
C  -1.5485  -2.1924  0.9577
C  -1.9785  -0.9159  1.6934
O  -3.1241  -0.2795  1.1651
C  -2.9164  0.4770  0.0014
N  -0.2113  -2.5590  1.5029
H  -3.5460  -2.9771  1.2092
H  -2.5935  -3.6442  2.3414
H  -2.3009  -4.2382  0.7132
H  -1.5308  -2.0944  -0.1277
H  -1.1343  -0.2356  1.5812
H  -2.0755  -1.0822  2.7663
H  -2.8041  -0.0912  -0.9220
H  -2.1681  1.2526  0.1641
H  -3.7696  1.1417  -0.1342
H  0.5155  -2.1102  0.9639
H  -0.1878  -3.4890  1.1096
C  4.0920  -3.4390  -4.9016
C  3.3857  -3.2231  -6.3197
C  1.8894  -3.0077  -6.2395
O  1.2886  -4.2280  -5.8003
C  -0.0465  -3.9495  -5.2447
N  3.9727  -2.1499  -6.9374
H  5.1706  -3.3948  -5.0527
H  3.7984  -4.3938  -4.4651
H  3.8633  -2.7021  -4.1317
H  3.5441  -4.0508  -7.0110
H  1.3691  -2.7690  -7.1671
H  1.7794  -2.0975  -5.6499
H  0.0119  -3.0946  -4.5710
H  -0.5395  -4.7645  -4.7148
H  -0.6766  -3.6355  -6.0769
H  4.2265  -1.5187  -6.1909
H  4.8242  -2.5014  -7.3513
C  1.6058  -1.4822  -2.2062
C  1.9703  -0.6236  -1.0969
C  0.9514  0.6181  -0.7546
O  1.3708  1.3112  0.4575
C  0.4957  2.3276  1.0218
N  1.9727  -1.4875  0.0244
H  2.1731  -2.3973  -2.3760
H  1.6596  -0.9975  -3.1810
H  0.5721  -1.8165  -2.1178
H  3.0177  -0.3276  -1.1559
H  -0.1078  0.3656  -0.7060
H  1.0378  1.4016  -1.5075
H  1.0283  3.1951  1.4114
H  -0.1451  1.9602  1.8233
H  -0.2248  2.7750  0.3371
H  2.1833  -0.9913  0.8785
H  2.7856  -2.0868  0.0146
C  1.4146  -0.6291  4.3907
C  2.1160  -1.9583  4.4669
C  1.2441  -2.9161  5.3781
O  1.1864  -2.4997  6.7353
C  0.2807  -3.2851  7.6239
N  2.4116  -2.3836  3.1047
H  1.8982  0.2086  3.8882
H  1.0701  -0.3890  5.3966
H  0.5112  -0.7904  3.8024
H  3.0265  -1.6960  5.0057
H  1.5491  -3.9620  5.4119
H  0.2759  -2.9803  4.8815
H  -0.0928  -2.6341  8.4144
H  0.8578  -4.1011  8.0590
H  -0.6531  -3.6270  7.1776
H  1.5433  -2.6756  2.6793
H  2.9814  -3.2159  3.1570

Mulliken population analysis, charges in e, atoms 1 to 4: -1.51, 0.59, -0.70, -0.46



<x>
Entry from the OMol25 dataset: a cluster of 9 separate species, C36H99N9O9 in total (ωB97M-V with the def2-TZVPD basis set).

Results
charge: +1
HOMO energy (spin up / spin down): -0.372 / -0.372 hartree
2S+1: 2
HOMO-LUMO gap (spin up / spin down): 7.0 / 1.3 eV
expectation value of S²: 0.755

Atoms and positions in Å:
C  1.8805  6.8727  2.9643
C  0.5190  6.1799  3.0547
C  0.1236  5.5787  1.7195
O  -0.0070  6.4784  0.6244
C  -0.9935  7.3735  0.7545
N  0.5976  5.0535  3.9888
H  2.0389  7.6786  2.2477
H  2.6680  6.1260  2.8620
H  1.9943  7.5714  3.7932
H  -0.3435  6.7488  3.4023
H  -0.8547  5.1301  1.8923
H  0.8310  4.7754  1.5136
H  -0.9743  8.0345  -0.1120
H  -1.0190  7.9238  1.6950
H  -1.9342  6.8298  0.6679
H  1.3855  4.4733  3.7382
H  -0.2030  4.4551  3.8440
C  5.9723  7.6734  0.1282
C  5.0339  7.3580  -1.0781
C  4.4153  5.9055  -0.9245
O  3.3947  5.7320  -1.8761
C  2.0970  5.3298  -1.4086
N  3.9989  8.3667  -0.9875
H  5.3550  7.8460  1.0099
H  6.4752  8.6273  -0.0310
H  6.7265  6.8873  0.1620
H  5.4528  7.4286  -2.0820
H  4.0068  5.7922  0.0798
H  5.2551  5.2464  -1.1443
H  1.3461  6.1012  -1.2376
H  2.0855  4.3252  -0.9858
H  1.7435  4.8966  -2.3443
H  4.3455  9.2673  -1.2859
H  3.2640  8.0707  -1.6139
C  2.4978  -4.5325  2.0083
C  2.8647  -3.8432  0.7161
C  3.9945  -2.7624  0.7680
O  4.1242  -2.0220  -0.4295
C  5.4216  -1.5577  -0.8730
N  3.1686  -4.7966  -0.3244
H  1.7863  -5.3238  1.7723
H  2.0987  -3.7184  2.6133
H  3.4340  -4.8886  2.4381
H  1.9338  -3.3916  0.3731
H  4.8480  -3.3083  1.1700
H  3.6284  -2.0788  1.5340
H  5.8759  -0.9311  -0.1056
H  5.5239  -0.9177  -1.7494
H  6.1248  -2.3563  -1.1093
H  3.2638  -4.2837  -1.1893
H  2.4456  -5.4932  -0.4341
C  -4.7301  -1.6279  -2.7372
C  -4.7342  -1.4699  -4.2553
C  -5.1597  -2.6567  -5.1805
O  -4.9289  -2.5508  -6.5753
C  -3.5778  -2.6575  -6.9433
N  -5.6740  -0.4272  -4.4099
H  -4.1736  -0.7980  -2.3015
H  -4.2129  -2.5514  -2.4769
H  -5.6652  -1.7252  -2.1857
H  -3.8905  -0.9990  -4.7599
H  -6.2296  -2.8072  -5.0370
H  -4.6525  -3.5711  -4.8726
H  -3.4583  -2.7967  -8.0177
H  -3.0231  -3.4797  -6.4913
H  -2.9948  -1.7776  -6.6714
H  -5.2716  0.3172  -3.8585
H  -5.6461  -0.0132  -5.3307
C  4.8032  2.4744  1.0420
C  4.9479  2.6763  2.6275
C  5.0557  4.1462  3.0391
O  6.3817  4.5341  3.4633
C  6.4996  5.6722  4.2800
N  3.8977  2.0305  3.2698
H  3.8280  2.7566  0.6453
H  4.9063  1.4437  0.7028
H  5.5797  3.0745  0.5677
H  5.9551  2.3542  2.8919
H  4.3227  4.4059  3.8029
H  4.7845  4.7992  2.2096
H  6.4343  6.5403  3.6240
H  7.4242  5.7534  4.8514
H  5.6600  5.7802  4.9668
H  3.9650  2.3276  4.2328
H  3.9285  1.0267  3.1624
C  -3.2667  2.8111  3.7771
C  -2.5708  1.5010  4.3242
C  -2.9767  0.2471  3.4660
O  -2.4156  -0.7977  4.1783
C  -1.6493  -1.6884  3.3646
N  -1.1329  1.6473  4.1970
H  -3.5873  3.4876  4.5693
H  -4.2567  2.6634  3.3457
H  -2.5964  3.3804  3.1330
H  -2.6588  1.3658  5.4022
H  -2.7243  0.3184  2.4080
H  -4.0589  0.1741  3.5738
H  -1.0444  -2.4267  3.8910
H  -1.0033  -1.0232  2.7917
H  -2.2026  -2.2987  2.6509
H  -0.7536  0.7225  4.3422
H  -0.7759  2.2028  4.9612
C  -5.2827  -3.1768  1.1214
C  -6.3877  -4.2113  0.7605
C  -6.6053  -4.1802  -0.7507
O  -5.4320  -4.6039  -1.3704
C  -5.6525  -5.3511  -2.5430
N  -6.1132  -5.5846  1.2343
H  -4.9698  -3.2089  2.1650
H  -5.5695  -2.1252  1.1235
H  -4.4828  -3.1992  0.3813
H  -7.3233  -4.0560  1.2977
H  -6.9204  -3.1730  -1.0232
H  -7.3951  -4.9287  -0.8146
H  -4.6739  -5.5811  -2.9644
H  -6.2822  -4.7894  -3.2329
H  -5.9827  -6.3526  -2.2670
H  -5.9019  -5.5421  2.2210
H  -5.3542  -5.9532  0.6791
C  0.6552  2.0491  -0.3326
C  0.7770  0.8022  0.5049
C  0.3644  -0.4591  -0.2883
O  -0.8557  -1.0160  0.0733
C  -1.4297  -2.2301  -0.4011
N  2.1516  0.6777  0.9495
H  -0.3151  1.9605  -0.8213
H  1.3870  2.0711  -1.1402
H  0.7905  2.8399  0.4052
H  0.1414  0.8903  1.3860
H  1.0996  -1.2373  -0.0836
H  0.3215  -0.1807  -1.3413
H  -0.8406  -3.1327  -0.5640
H  -1.9375  -1.9216  -1.3150
H  -2.2274  -2.5717  0.2585
H  2.7562  0.9787  0.1986
H  2.3042  1.4101  1.6281
C  -0.3854  -9.2022  -4.6851
C  -0.4874  -8.9408  -3.1997
C  -0.2401  -7.4238  -2.7163
O  -1.4338  -6.8243  -3.2338
C  -1.6555  -5.4783  -3.0486
N  -1.6551  -9.5368  -2.5782
H  -0.2628  -10.2676  -4.8801
H  0.5632  -8.6918  -4.8516
H  -1.0735  -8.7687  -5.4107
H  0.2654  -9.5824  -2.7417
H  0.5797  -6.9265  -3.2345
H  -0.0233  -7.2481  -1.6626
H  -2.3544  -4.9812  -3.7213
H  -0.7363  -4.8945  -3.0952
H  -1.9510  -5.3427  -2.0082
H  -2.4021  -8.8940  -2.7993
H  -1.9497  -10.3314  -3.1277

Mulliken population analysis, charges in e, atoms 1 to 4: -1.33, 0.32, 0.00, -0.17



<w> is favored, and the nearest alternative lies 165.5 kJ/mol above it.